Below is a single C18H22N2O4S molecule, with properties calculated with the ωB97M-V functional and the def2-TZVPD basis.

XYZ file:
```
47
Properties=species:S:1:pos:R:3:forces:R:3
C -2.80145 1.94967 -2.66086 0.068 0.083 0.026
C -2.57263 0.65321 -1.94954 -0.023 -0.012 -0.022
C -2.18669 -0.49029 -2.63481 -0.040 0.041 0.075
C -1.96191 -1.68192 -1.96932 0.022 -0.177 0.225
C -2.13501 -1.75690 -0.59269 -0.203 0.731 -0.259
N -1.92272 -2.95675 0.09563 0.283 -0.498 0.783
S -1.03827 -2.96885 1.52157 0.138 -0.225 -0.338
O -0.63664 -4.33306 1.69603 0.127 0.019 -0.261
O -1.78455 -2.32938 2.56061 0.061 0.302 -0.223
C 0.37659 -1.95958 1.10375 -0.536 -0.239 0.318
C 1.37362 -2.49920 0.31388 0.160 -0.115 -0.096
C 2.42707 -1.69907 -0.08305 -0.152 -0.016 0.053
C 2.49043 -0.35677 0.29226 -0.032 -0.096 0.010
C 3.65064 0.46253 -0.20676 0.066 0.197 0.023
C 3.74409 1.87829 0.36080 -0.038 -0.280 -0.381
C 2.63286 2.75091 -0.20110 0.330 0.150 0.762
O 2.24069 2.64051 -1.34749 -0.100 -0.095 -0.464
N 2.12746 3.65523 0.66390 0.027 0.226 0.250
C 1.10191 4.62516 0.30830 -0.284 -0.195 -0.305
C -0.21192 3.96383 -0.14920 0.100 0.158 0.258
O -0.25305 3.74456 -1.52767 0.135 -0.105 -0.518
C 1.47754 0.15840 1.09104 0.092 -0.079 -0.053
C 0.42058 -0.63999 1.49722 -0.075 0.021 0.136
C -2.53021 -0.62018 0.10525 -0.084 -0.028 -0.070
C -2.73843 0.56564 -0.57074 0.083 -0.064 -0.119
H -2.80173 1.80761 -3.73823 -0.045 0.025 -0.105
H -2.01485 2.66002 -2.40584 -0.024 0.049 -0.047
H -3.75377 2.38517 -2.36366 -0.098 0.060 -0.042
H -2.05365 -0.45127 -3.70636 0.002 0.014 -0.104
H -1.66095 -2.56311 -2.51900 0.063 -0.088 -0.065
H -1.67307 -3.74147 -0.48678 0.085 -0.155 0.050
H 1.31786 -3.54013 0.03619 0.073 -0.131 -0.085
H 3.21259 -2.11253 -0.69853 0.086 -0.062 -0.061
H 4.57741 -0.07611 0.00491 -0.018 0.026 -0.041
H 3.55795 0.54663 -1.29386 0.092 -0.022 0.058
H 3.72956 1.86607 1.45117 0.011 0.065 0.028
H 4.69078 2.31977 0.03785 -0.035 0.033 0.062
H 2.51447 3.71228 1.59143 0.056 -0.124 -0.123
H 1.46236 5.25743 -0.51092 -0.079 0.020 0.121
H 0.92365 5.24713 1.18464 0.053 -0.016 -0.003
H -1.04913 4.62992 0.07593 0.060 -0.054 0.073
H -0.35517 3.02202 0.40393 -0.006 0.137 0.068
H 0.56692 3.27143 -1.77100 -0.182 0.119 0.112
H 1.49218 1.18995 1.40228 -0.007 0.114 0.059
H -0.36638 -0.25568 2.12530 -0.068 0.116 0.067
H -2.68116 -0.69117 1.17009 -0.090 0.075 0.090
H -3.04538 1.44386 -0.02114 -0.052 0.099 0.081
```
Positions in Å, forces in eV/Å.

## Properties
relative energy (zero: lowest compared OMol25 entry of this formula, charge and spin)	14.5	kcal/mol
Kohn-Sham gap	8.75	eV
largest force on an atom	1.0	eV/Å
energy	-41029.079	eV
spin multiplicity	1
LUMO	0.436	eV
structure (SMILES)	Cc1ccc(NS(=O)(=O)c2ccc(CCC(=O)NCCO)cc2)cc1